[1]
{
  "formula": "C21H32BLuO3",
  "method": "ωB97M-V/def2-TZVPD",
  "species": ["Lu", "C", "C", "C", "H", "C", "C", "H", "H", "H", "H", "C", "C", "C", "H", "C", "C", "H", "H", "H", "H", "O", "C", "C", "C", "C", "C", "H", "H", "H", "H", "H", "H", "H", "H", "H", "H", "C", "C", "C", "O", "B", "O", "C", "C", "C", "H", "H", "H", "H", "H", "H", "H", "H", "H", "H", "H", "H"],
  "coordinates": [[0.7512, -0.2453, -0.9682], [0.9765, -2.0368, 0.6693], [-0.4240, -1.8982, 0.3795], [-0.6279, -2.2950, -0.9820], [-1.2445, -1.7597, 1.0819], [0.6351, -2.6721, -1.5266], [1.6243, -2.5044, -0.5118], [2.6855, -2.7410, -0.6238], [1.4518, -1.8752, 1.6372], [-1.6000, -2.3650, -1.4730], [0.8004, -3.1422, -2.4982], [2.2307, 1.4086, 0.0228], [3.0279, 0.2591, -0.2526], [3.0682, 0.0720, -1.6711], [3.5446, -0.3514, 0.4892], [2.3435, 1.1502, -2.2701], [1.8208, 1.9739, -1.2252], [1.2684, 2.9051, -1.3618], [2.0343, 1.8271, 1.0094], [3.6169, -0.7002, -2.2154], [2.3234, 1.3872, -3.3322], [-0.3377, 0.1008, -2.8160], [-0.3591, -0.1568, -4.2459], [-1.8991, -0.0108, -4.3517], [0.1537, -1.5343, -4.6001], [0.3523, 0.9406, -5.0202], [-1.8399, 0.4261, -2.8990], [-2.3997, -0.9696, -4.5291], [-2.2155, 0.7568, -5.0629], [-1.9530, 1.5032, -2.7237], [-2.3959, -0.2046, -2.1879], [-0.1775, -1.7703, -5.6146], [-0.2394, -2.2820, -3.9028], [1.2541, -1.5304, -4.5718], [-0.0369, 0.9581, -6.0473], [1.4281, 0.7295, -5.0829], [0.1874, 1.9131, -4.5390], [-2.4931, -0.3264, 4.2535], [-1.6332, 0.6504, 3.4871], [-2.3098, 2.0115, 3.5486], [-1.6345, 0.2502, 2.0984], [-0.3397, 0.3009, 1.6464], [0.5749, 0.6952, 2.5912], [-0.0988, 0.6705, 3.8746], [0.3701, 1.8721, 4.6566], [0.3760, -0.5819, 4.6027], [-2.0986, -1.3465, 4.2378], [-3.4997, -0.3433, 3.8239], [-2.5811, -0.0038, 5.2974], [-3.2918, 1.9438, 3.0645], [-2.4728, 2.3060, 4.5927], [-1.7316, 2.7927, 3.0414], [-0.0202, 1.8246, 5.6809], [1.4638, 1.8697, 4.7141], [0.0522, 2.8191, 4.2091], [0.1156, -1.5126, 4.0805], [1.4691, -0.5439, 4.6997], [-0.0455, -0.6145, 5.6161]],
  "forces_ev_per_a": [[-1.690, 0.707, 1.414], [-0.118, -1.281, -0.373], [-0.144, -1.857, -0.332], [0.208, -0.522, 1.020], [0.452, 0.071, -0.294], [0.418, -0.280, 0.276], [-0.682, -0.843, 0.276], [-0.442, 0.203, 0.057], [-0.148, 0.191, -0.397], [0.392, 0.121, 0.109], [0.085, 0.444, 0.418], [0.951, 0.581, -0.111], [0.242, 0.588, -0.201], [0.338, 0.809, -0.094], [-0.367, 0.124, -0.241], [0.863, 0.460, 0.607], [0.910, -0.250, -0.195], [0.027, -0.469, 0.093], [-0.026, -0.257, -0.404], [-0.279, 0.260, 0.231], [-0.261, -0.258, 0.411], [-2.232, 0.486, -0.505], [-0.149, -0.132, -1.283], [0.714, -0.070, 0.028], [0.150, 0.194, 0.033], [0.188, -0.213, -0.152], [0.575, -0.159, 0.638], [0.022, 0.374, 0.097], [-0.066, -0.267, 0.186], [-0.117, -0.397, 0.099], [0.268, 0.470, -0.110], [0.074, 0.023, 0.087], [-0.018, 0.166, -0.368], [-0.208, -0.258, 0.037], [0.037, 0.051, 0.291], [-0.187, 0.189, 0.022], [0.022, -0.130, -0.232], [-0.074, -0.254, 0.451], [0.015, 0.173, -0.222], [-0.084, 0.315, 0.166], [0.204, -0.136, 1.067], [0.618, 1.296, -3.723], [-0.447, -0.182, 1.050], [0.030, -0.229, -0.164], [-0.139, 0.448, 0.373], [-0.014, -0.239, 0.262], [-0.058, 0.134, -0.058], [0.166, 0.030, 0.001], [0.004, -0.112, -0.006], [0.247, -0.030, 0.033], [0.064, 0.100, -0.108], [-0.145, -0.198, 0.016], [0.018, 0.099, -0.070], [-0.149, -0.055, -0.043], [0.109, -0.206, 0.040], [0.026, 0.270, 0.034], [-0.218, 0.017, -0.096], [0.030, -0.108, -0.142]],
  "mulliken_charge": [3.052, -0.446, -0.345, -2.121, 0.650, 0.034, -1.233, 0.512, 0.332, 0.937, 0.649, -0.964, -0.826, -0.758, 0.594, 0.176, -1.545, 0.508, 0.897, 0.365, 1.034, 0.712, 8.309, -4.333, -3.373, -4.358, -1.794, 0.163, 0.752, 0.656, 0.465, 1.124, -0.030, -0.047, 1.043, 0.033, 0.324, -2.869, 5.255, -2.656, -1.821, -2.788, -0.449, 2.413, -2.381, -2.174, 0.184, 0.476, 0.412, 0.451, 0.345, 0.357, 0.451, 0.450, 0.160, 0.123, 0.386, 0.526],
  "total_charge": -2,
  "homo_energy_ev": [2.78, 2.78],
  "gap_ev": [1.44, 1.45]
}

[2]
{
  "formula": "C5H7N",
  "method": "ωB97M-V/def2-TZVPD",
  "species": ["C", "C", "C", "C", "N", "C", "H", "H", "H", "H", "H", "H", "H"],
  "coordinates": [[-0.6163, -1.1216, 0.3494], [-0.2440, -0.5981, -1.0200], [-0.8737, 0.3089, 0.5295], [0.3900, 1.1255, 0.2638], [1.4723, 0.8069, 1.1046], [0.6725, 0.4590, -1.0160], [-1.5147, -1.7394, 0.3587], [0.1954, -1.6073, 0.8975], [-0.6011, -1.1069, -1.9125], [-1.8536, 0.6929, 0.8066], [0.1964, 2.2016, 0.2015], [1.4578, -0.2012, 1.2618], [1.3189, 0.7798, -1.8250]],
  "forces_ev_per_a": [[-0.055, -0.001, -0.350], [0.606, -0.219, -0.524], [-0.443, 0.465, 0.820], [-0.548, 0.128, 0.228], [0.607, 0.130, 0.623], [-0.416, -0.656, -0.877], [0.136, 0.102, -0.012], [-0.103, 0.057, -0.042], [0.078, 0.067, 0.058], [0.243, 0.024, -0.080], [0.083, -0.182, -0.011], [-0.015, 0.080, 0.046], [-0.174, 0.004, 0.122]],
  "mulliken_charge": [-0.629, -0.112, -0.448, 0.277, -0.669, -0.689, 0.284, 0.200, 0.399, 0.337, 0.365, 0.291, 0.393],
  "homo_energy_ev": [-8.80, -7.10],
  "e_above_lowest_kcal_mol": 127.9,
  "gap_ev": [9.09, 7.27]
}